(1)
Computed, not measured: a molecular structure, C27H69BrClN7O10P in a non-equilibrium geometry, with ωB97M-V/def2-TZVPD.

Calculated values
Relative energy (zero: lowest compared OMol25 entry of this formula, charge and spin): 0.00 kcal per mole
Charge: -1
Frontier orbital gap: 7.3 eV
E_HOMO: -0.202 Ha

Cartesian coordinates (Å):
N: -1.6219 2.0220 0.2250
C: -0.7299 1.0336 -0.3921
C: 0.4585 1.6578 -1.1346
C: 1.5835 2.0419 -0.1605
C: 2.4176 3.2278 -0.6786
N: 1.8033 4.4924 -0.2525
P: 2.0269 4.9596 1.3829
O: 0.5022 4.8347 1.9414
Br: 3.1010 3.2143 2.5015
C: 1.9557 5.6741 -1.1426
Cl: 2.8815 7.0127 -0.2560
C: 0.5444 6.2954 -1.4276
O: -0.5138 5.5170 -0.8863
O: -1.3517 5.0542 -1.9610
C: 2.6034 5.4532 -2.5534
O: 3.3619 6.3317 -2.9456
O: 2.1400 4.4774 -3.1548
H: -1.7418 2.8499 -0.3418
H: -1.3499 2.2607 1.1652
H: -0.3284 0.4315 0.4268
H: -1.3180 0.4006 -1.0583
H: 0.1447 2.5632 -1.6553
H: 0.8631 0.9103 -1.8197
H: 1.1105 2.3258 0.7831
H: 2.2298 1.1952 0.0738
H: 3.4498 3.1025 -0.3381
H: 2.4333 3.1541 -1.7575
H: -0.0089 4.2327 1.3748
H: 0.4759 7.3001 -1.0154
H: 0.4092 6.3635 -2.5043
H: -0.8123 4.3453 -2.3486
C: -5.3657 -2.2625 2.3508
C: -4.2990 -1.2283 2.0073
C: -4.2007 -0.8931 0.5158
O: -3.5621 -1.8863 -0.2623
C: -4.3568 -2.9844 -0.6406
N: -3.0135 -1.6808 2.5500
H: -5.0447 -3.2761 2.1126
H: -5.5771 -2.2413 3.4194
H: -6.3012 -2.0681 1.8207
H: -4.5686 -0.2982 2.5178
H: -3.5765 -0.0014 0.4132
H: -5.1852 -0.6449 0.0926
H: -5.3890 -2.6841 -0.8487
H: -4.3548 -3.7699 0.1225
H: -3.9259 -3.4014 -1.5531
H: -2.3282 -0.9390 2.4360
H: -2.6601 -2.4299 1.9536
C: 7.2455 9.3366 0.5340
C: 6.3870 8.3826 -0.2947
C: 7.1890 7.5190 -1.2761
O: 7.6555 8.1971 -2.4300
C: 8.8281 8.9563 -2.2540
N: 5.3273 9.1390 -0.9580
H: 7.5476 10.2129 -0.0399
H: 6.6787 9.6949 1.3935
H: 8.1464 8.8423 0.9062
H: 5.9037 7.6898 0.4007
H: 6.5285 6.7336 -1.6486
H: 8.0322 7.0264 -0.7689
H: 9.5129 8.4803 -1.5434
H: 8.6101 9.9741 -1.9166
H: 9.3240 9.0239 -3.2234
H: 4.6926 8.4760 -1.4020
H: 5.7434 9.6445 -1.7355
C: -5.1051 -7.0232 6.4083
C: -4.5606 -6.5019 5.0818
C: -4.8995 -5.0338 4.7981
O: -6.2351 -4.7970 4.3972
C: -7.1831 -4.7298 5.4420
N: -5.0039 -7.3928 4.0045
H: -6.1702 -7.2459 6.3499
H: -4.5980 -7.9478 6.6831
H: -4.9490 -6.3009 7.2118
H: -3.4692 -6.5616 5.1309
H: -4.2847 -4.6991 3.9590
H: -4.6426 -4.3948 5.6535
H: -6.7548 -4.2810 6.3435
H: -7.5923 -5.7143 5.6847
H: -8.0049 -4.1027 5.0962
H: -4.5450 -7.1245 3.1388
H: -5.9883 -7.2046 3.8349
C: 0.4135 -3.7021 2.4410
C: -0.2093 -4.4856 1.2891
C: 0.8093 -5.0729 0.3051
O: 1.3832 -4.1337 -0.5804
C: 2.4492 -3.3614 -0.0498
N: -1.1959 -3.6321 0.6223
H: 0.7352 -2.7091 2.1290
H: -0.3179 -3.5660 3.2375
H: 1.2755 -4.2262 2.8589
H: -0.7448 -5.3361 1.7242
H: 0.2854 -5.7884 -0.3352
H: 1.5971 -5.6297 0.8309
H: 3.0506 -3.9438 0.6535
H: 2.0858 -2.4552 0.4390
H: 3.0781 -3.0599 -0.8871
H: -1.7168 -4.1701 -0.0644
H: -0.6925 -2.9442 0.0675
C: 1.5334 -4.0480 -6.0736
C: 1.0429 -4.2695 -4.6453
C: -0.4811 -4.1798 -4.4892
O: -1.0116 -2.8723 -4.5122
C: -1.1906 -2.3046 -5.7938
N: 1.7474 -3.3508 -3.7508
H: 1.5345 -2.9921 -6.3416
H: 2.5574 -4.4062 -6.1752
H: 0.9143 -4.5851 -6.7959
H: 1.3216 -5.2886 -4.3581
H: -0.7402 -4.5751 -3.5031
H: -0.9900 -4.8085 -5.2349
H: -1.4849 -3.0613 -6.5284
H: -0.2896 -1.7929 -6.1405
H: -1.9868 -1.5653 -5.7141
H: 1.5048 -3.5791 -2.7897
H: 1.3562 -2.4233 -3.8940

=====

(2)
Computed, not measured: a molecular structure, C35H58ClN6O2PS2 in a non-equilibrium geometry, with ωB97M-V/def2-TZVPD.

Calculated values
Spin multiplicity: 3
Frontier orbital gap (alpha / beta): 7.5 / 7.6 eV
E_HOMO (alpha / beta): -0.301 / -0.304 Ha

Cartesian coordinates (Å):
C: 6.5324 -1.5568 3.3011
C: 6.7940 -0.4457 4.3087
Cl: 8.2850 0.4409 3.8646
C: 5.6224 0.5233 4.5459
C: 4.9364 1.0258 3.3061
C: 3.8815 0.3849 2.7139
N: 3.3102 -0.8035 3.2727
C: 3.2581 0.8795 1.5006
C: 2.1101 0.0986 0.9317
C: 2.5150 -1.2268 0.2739
C: 3.7213 -1.1304 -0.6688
C: 4.6690 -2.3220 -0.5216
N: 5.9688 -2.0774 -1.1085
C: 6.4963 -2.7721 -2.1622
C: 7.7456 -2.2778 -2.4271
C: 7.9896 -1.2450 -1.4896
C: 6.8802 -1.1469 -0.6950
C: 3.6992 2.0254 0.9078
P: 3.0036 2.7139 -0.5968
S: 1.4993 3.9265 -0.3904
C: 4.7651 2.7377 1.5214
N: 5.3074 3.8830 1.0918
S: 6.4639 4.2557 2.1417
N: 6.3594 3.0294 3.1510
C: 5.3782 2.2380 2.7041
H: 6.0005 -2.3736 3.7898
H: 5.9844 -1.1953 2.4316
H: 7.4782 -1.9620 2.9488
H: 7.0183 -0.9048 5.2690
H: 6.0055 1.3871 5.0855
H: 4.8950 0.0046 5.1698
H: 3.9223 -1.6015 3.1662
H: 3.0943 -0.6902 4.2538
H: 1.5189 0.7203 0.2587
H: 1.4552 -0.1263 1.7756
H: 1.6598 -1.5795 -0.3044
H: 2.6930 -1.9667 1.0538
H: 3.3846 -1.0648 -1.7039
H: 4.3097 -0.2350 -0.4670
H: 4.2465 -3.2000 -1.0051
H: 4.7959 -2.5271 0.5444
H: 5.9451 -3.5609 -2.6447
H: 8.3942 -2.6311 -3.2099
H: 8.8874 -0.6556 -1.4174
H: 6.7024 -0.4716 0.1264
H: 2.7050 1.5887 -1.3741
H: 4.1276 3.2409 -1.2421
C: -2.9253 -0.8185 0.6360
C: -2.2618 -1.0649 2.0133
C: -3.2733 -1.6027 3.0370
C: -4.1951 -0.5533 3.6600
C: -3.4025 0.6554 4.1524
C: -2.5268 1.2635 3.0586
N: -1.6295 0.1898 2.5263
O: -0.6274 -0.0316 3.2943
C: -3.4048 1.8860 1.9640
C: -1.6589 2.3823 3.6185
C: -1.1714 -2.1127 1.8187
H: -2.6633 0.1575 0.2339
H: -2.5885 -1.5457 -0.1022
H: -4.0129 -0.8854 0.6766
H: -2.7213 -2.0956 3.8432
H: -3.8670 -2.3775 2.5474
H: -4.9683 -0.2460 2.9509
H: -4.7227 -1.0056 4.5017
H: -4.0740 1.4281 4.5332
H: -2.7656 0.3516 4.9890
H: -2.7897 2.2905 1.1591
H: -3.9716 2.7089 2.4006
H: -4.1253 1.1988 1.5305
H: -1.0570 2.0482 4.4602
H: -2.3033 3.1931 3.9595
H: -0.9879 2.7744 2.8529
H: -0.3822 -1.7383 1.1642
H: -1.6197 -2.9914 1.3539
H: -0.7187 -2.4145 2.7604
C: -6.8051 -0.0732 -5.9664
C: -6.5834 -0.1865 -4.4361
C: -6.7416 1.1739 -3.7382
C: -5.5376 2.1121 -3.8387
C: -4.2404 1.3872 -3.4876
C: -4.0394 0.1254 -4.3233
N: -5.2318 -0.7608 -4.1324
O: -5.2067 -1.3584 -2.9964
C: -3.8199 0.5045 -5.7955
C: -2.7904 -0.6273 -3.8848
C: -7.6439 -1.1340 -3.8876
H: -6.0242 -0.5819 -6.5257
H: -7.7433 -0.5477 -6.2514
H: -6.8454 0.9620 -6.3070
H: -6.9462 0.9945 -2.6784
H: -7.6295 1.6606 -4.1474
H: -5.4735 2.5556 -4.8358
H: -5.6823 2.9456 -3.1491
H: -3.3816 2.0461 -3.6333
H: -4.2513 1.1141 -2.4275
H: -3.7102 -0.3878 -6.4131
H: -2.8982 1.0820 -5.8711
H: -4.6116 1.1149 -6.2182
H: -2.8156 -0.8814 -2.8271
H: -1.9198 0.0043 -4.0637
H: -2.6693 -1.5460 -4.4603
H: -7.5143 -2.1403 -4.2874
H: -8.6237 -0.7633 -4.1906
H: -7.6202 -1.1920 -2.8025

=====

(3)
Computed, not measured: 2 unconnected molecules or ions with the total composition C5H11NO, with ωB97M-V/def2-TZVPD.

Calculated values
Structure (SMILES): CCN1C[C@H]1C=O.[H][H]
Relative energy (zero: lowest compared OMol25 entry of this formula, charge and spin): 77.89 kcal per mole
Frontier orbital gap: 10.3 eV
E_HOMO: -0.348 Ha

Cartesian coordinates (Å):
C: -1.9526 -1.0100 -0.4903
C: -1.4336 -0.0987 0.6099
N: 0.0202 -0.0450 0.5485
C: 0.6763 1.1364 1.0235
C: 0.5619 0.8652 -0.4477
C: 1.6087 0.3684 -1.4050
O: 2.4954 -0.4151 -1.1822
H: -3.0406 -1.1103 -0.4395
H: -1.4997 -2.0019 -0.4007
H: -1.6921 -0.6079 -1.4767
H: -1.8781 0.9098 0.5167
H: -1.7114 -0.4868 1.5965
H: 0.0468 1.9570 1.3798
H: 1.6056 0.9927 1.5703
H: -0.1589 1.5128 -0.9521
H: 1.4822 0.7779 -2.4287
H: 2.7620 -1.2502 1.1141
H: 2.1078 -1.4943 0.8635

=====

(4)
Computed, not measured: C5H8O2 in the gas phase, with ωB97M-V/def2-TZVPD.

Calculated values
Structure (SMILES): C#C[C@](C)(O)CO
Relative energy (zero: lowest compared OMol25 entry of this formula, charge and spin): 51.96 kcal per mole
Frontier orbital gap: 11.2 eV
E_HOMO: -0.378 Ha

Cartesian coordinates (Å):
C: 1.7274 -0.2232 0.0919
C: 0.2661 -0.0940 -0.3140
O: 0.1879 -0.3974 -1.6953
C: -0.5902 -1.0840 0.4931
O: -1.9688 -0.8580 0.3227
C: -0.2604 1.2751 -0.0842
C: -0.7955 2.3446 0.0684
H: 2.0501 -1.2616 -0.0343
H: 1.8646 0.0667 1.1375
H: 2.3530 0.4125 -0.5370
H: -0.7511 -0.3806 -1.9319
H: -0.2997 -1.0576 1.5538
H: -0.3951 -2.0846 0.0984
H: -2.1421 0.0348 0.6564
H: -1.2462 3.3072 0.1744

=====

(5)
Computed, not measured: 9 unconnected molecules or ions with the total composition C17H35N5O22S2 in a non-equilibrium geometry, with ωB97M-V/def2-TZVPD.

Calculated values
Spin multiplicity: 2
Charge: +1
Frontier orbital gap (alpha / beta): 7.1 / 2.2 eV
E_HOMO (alpha / beta): -0.447 / -0.447 Ha

Cartesian coordinates (Å):
C: 10.6670 -13.1415 2.7603
N: 9.3889 -13.8095 2.8981
O: 8.3411 -13.1462 2.6876
O: 9.2955 -14.9832 3.1146
H: 10.4359 -12.0815 2.6554
H: 11.0651 -13.5232 1.8201
H: 11.2962 -13.4741 3.5859
C: 12.7745 -17.6856 -2.4169
N: 11.8316 -18.8166 -1.9688
O: 12.2329 -19.9704 -2.0154
O: 10.7830 -18.4779 -1.5552
H: 12.2419 -16.7354 -2.3775
H: 13.0553 -17.7415 -3.4686
H: 13.6727 -17.6634 -1.7997
C: 16.9302 -14.4762 -3.7315
N: 16.3136 -15.6954 -4.2230
O: 16.5330 -16.1564 -5.3831
O: 15.5166 -16.2910 -3.4925
H: 16.4772 -13.6681 -4.3059
H: 18.0186 -14.4627 -3.7883
H: 16.6737 -14.4574 -2.6723
C: 14.2735 -10.1637 -3.5507
N: 15.5971 -10.3060 -2.9012
O: 16.3664 -11.2403 -3.2282
O: 15.8607 -9.4235 -2.0577
H: 13.5138 -10.2499 -2.7738
H: 14.1376 -11.0398 -4.1848
H: 14.1650 -9.3024 -4.2098
C: 14.3365 -11.1418 5.3809
N: 13.0388 -11.2627 4.6929
O: 12.0266 -11.2395 5.3895
O: 13.0891 -11.5414 3.5340
H: 14.1339 -10.5997 6.3046
H: 15.0582 -10.6087 4.7620
H: 14.7932 -12.1006 5.6264
O: 18.2918 -19.8641 1.3180
C: 17.9232 -18.8582 0.7150
O: 18.7005 -18.2042 -0.2424
C: 18.0018 -17.0267 -0.6506
C: 16.5764 -17.1878 -0.2340
C: 16.7053 -18.0402 1.0329
H: 17.9952 -16.9073 -1.7341
H: 18.3654 -16.1835 -0.0634
H: 15.9946 -17.7048 -0.9972
H: 16.0799 -16.2313 -0.0708
H: 15.8713 -18.7370 1.1171
H: 16.7588 -17.5594 2.0096
O: 19.4868 -7.6381 2.2826
C: 18.3742 -8.0913 1.9917
O: 17.4743 -7.3530 1.2454
C: 16.1854 -7.9057 1.2182
C: 16.4264 -9.3477 1.6227
C: 17.6987 -9.3495 2.4848
H: 15.6530 -7.7517 0.2797
H: 15.5472 -7.2868 1.8489
H: 16.6101 -9.9569 0.7377
H: 15.5376 -9.8095 2.0526
H: 18.3542 -10.2148 2.3852
H: 17.4162 -9.1457 3.5176
C: 15.5815 -12.6683 0.0769
C: 14.2264 -12.4376 0.7054
O: 13.3741 -12.7319 -0.4170
S: 13.8333 -14.1328 -1.1007
O: 13.6540 -14.2438 -2.5262
O: 13.3765 -15.2362 -0.2884
O: 15.4486 -13.7643 -0.8791
H: 16.3984 -12.9801 0.7278
H: 15.8296 -11.8455 -0.5935
H: 13.9882 -11.3949 0.9154
H: 13.9834 -13.0964 1.5391
C: 13.4990 -17.7072 3.5444
C: 12.8408 -16.6724 2.6250
O: 13.1240 -15.3373 3.1031
S: 14.4350 -15.3552 4.0577
O: 14.2572 -14.4454 5.2051
O: 15.6377 -15.2893 3.2236
O: 14.1772 -16.9344 4.4375
H: 14.0405 -18.4469 2.9547
H: 12.6750 -18.1102 4.1332
H: 11.7679 -16.7616 2.4546
H: 13.3112 -16.8035 1.6505

=====

(6)
Computed, not measured: a gas-phase ion, C39H37NO2P (charge +1) in a non-equilibrium geometry, with ωB97M-V/def2-TZVPD.

Calculated values
Relative energy (zero: lowest compared OMol25 entry of this formula, charge and spin): 29.72 kcal per mole
Charge: +1
Frontier orbital gap: 7.3 eV
E_HOMO: -0.366 Ha

Cartesian coordinates (Å):
C: 1.7688 -1.0850 2.6369
C: 1.5747 0.3302 2.2759
N: 2.5088 1.2592 2.6611
C: 3.9102 0.9631 2.9592
C: 2.0285 2.5387 2.4043
C: 0.7095 2.3831 1.8330
C: 0.0005 3.5412 1.5129
C: 0.5948 4.8051 1.6828
C: 1.9246 4.8978 2.1222
C: 2.6661 3.7548 2.4744
C: 0.4303 0.9642 1.7458
C: -0.8641 0.3562 1.1826
C: -2.0309 1.1307 1.9497
C: -1.9688 1.7899 3.2302
C: -3.1094 2.3975 3.8053
C: -4.3520 2.3084 3.1736
C: -4.4078 1.6946 1.9322
C: -3.2779 1.1251 1.3468
H: 0.8113 -1.5900 2.8003
H: 2.2841 -1.5740 1.8119
H: 2.4085 -1.1975 3.5232
H: 4.3396 1.8811 3.3902
H: 3.9356 0.1386 3.6864
H: 4.4469 0.6768 2.0262
H: -1.0200 3.4521 1.1064
H: 0.0500 5.7156 1.4028
H: 2.3755 5.8795 2.2481
H: 3.7148 3.8015 2.8040
H: -0.9565 -0.7238 1.5706
H: -1.0461 1.8484 3.8173
H: -3.0367 2.9093 4.7778
H: -5.2454 2.7334 3.6409
H: -5.3603 1.6155 1.3968
H: -3.3704 0.6188 0.4070
C: -5.6423 -1.8208 0.1510
C: -4.3409 -2.3060 -0.4100
O: -3.3974 -1.1926 -0.2280
C: -2.1427 -1.4538 -0.5736
C: -1.1030 -0.2756 -0.2995
P: 0.2381 -0.9005 -1.5746
C: 0.0582 -1.0148 -3.4432
C: 1.0874 -0.5733 -4.3140
C: 1.0538 -0.7957 -5.6949
C: -0.0297 -1.4597 -6.2801
C: -1.0760 -1.8961 -5.4559
C: -1.0227 -1.6889 -4.0665
C: 1.4573 0.3717 -1.3718
C: 2.7435 0.0893 -0.9112
C: 3.6086 1.1443 -0.6445
C: 3.2166 2.4626 -0.8872
C: 1.9382 2.7369 -1.3820
C: 1.0516 1.6906 -1.6413
C: 0.9102 -2.5445 -1.1920
C: 1.5240 -3.4345 -2.1052
C: 2.0217 -4.6725 -1.6662
C: 1.9548 -5.0181 -0.3047
C: 1.3327 -4.1460 0.6061
C: 0.7812 -2.9506 0.1418
O: -1.9240 -2.4907 -1.2381
H: -6.4227 -2.5914 0.1747
H: -5.5178 -1.4571 1.1727
H: -6.0280 -0.9809 -0.4341
H: -3.9857 -3.1808 0.1381
H: -4.4592 -2.5980 -1.4525
H: -1.5054 0.5620 -0.9470
H: 1.9614 -0.0619 -3.9087
H: 1.8745 -0.4583 -6.3383
H: -0.0792 -1.6278 -7.3647
H: -1.9479 -2.4197 -5.8898
H: -1.8274 -2.0990 -3.4480
H: 3.0608 -0.9432 -0.7561
H: 4.6013 0.9389 -0.2435
H: 3.8958 3.2901 -0.6683
H: 1.6141 3.7639 -1.5514
H: 0.0627 1.9019 -2.0574
H: 1.6103 -3.1787 -3.1639
H: 2.4782 -5.3803 -2.3828
H: 2.3657 -5.9754 0.0539
H: 1.2691 -4.3957 1.6766
H: 0.2430 -2.3091 0.8375